*i*
{"formula": "C2H7S2", "method": "ωB97M-V/def2-TZVPD", "e_homo_ev": -2.62, "orbital_gap_ev": 5.764, "multiplicity": 1, "total_charge": -1, "elements": ["S", "H", "C", "S", "C", "H", "H", "H", "H", "H", "H"], "xyz": [[-0.87121, -3.11444, -1.02606], [0.02780, -3.99118, -0.54818], [0.33275, 1.64101, -0.93695], [0.57180, 1.62318, 0.84308], [-0.12960, 0.02702, 1.28830], [0.66371, 0.71624, -1.41112], [-0.70331, 1.67653, -1.23964], [0.91678, 2.47397, -1.32919], [-0.71353, 0.18597, 2.19588], [0.67299, -0.67042, 1.52799], [-0.76817, -0.56787, 0.63591]], "mulliken_charge": [-0.89, -0.07, -0.79, -0.13, -0.73, 0.30, 0.27, 0.26, 0.28, 0.25, 0.24]}

*ii*
{"formula": "C2H7S2", "method": "ωB97M-V/def2-TZVPD", "e_homo_ev": -2.37, "orbital_gap_ev": 5.900, "multiplicity": 1, "total_charge": -1, "elements": ["C", "S", "H", "H", "H", "H", "C", "S", "H", "H", "H"], "xyz": [[-0.06736, -0.11688, -2.43361], [0.89558, -1.35771, -1.44006], [-0.90795, -0.65404, -2.88148], [0.59410, 0.44041, -3.08090], [-0.61186, 0.55304, -1.75028], [-0.74203, -0.12340, 0.29073], [0.29355, 0.23745, 2.33156], [-1.29339, 0.31642, 1.44332], [1.07040, 0.43526, 1.61351], [0.42965, -0.73192, 2.81140], [0.33931, 1.00137, 3.09581]], "mulliken_charge": [-0.71, -0.72, 0.20, 0.22, 0.15, 0.03, -0.69, -0.24, 0.25, 0.24, 0.28]}

*iii*
{"formula": "C2H7S2", "method": "ωB97M-V/def2-TZVPD", "e_homo_ev": -2.77, "orbital_gap_ev": 6.350, "multiplicity": 1, "total_charge": -1, "elements": ["S", "H", "C", "C", "S", "H", "H", "H", "H", "H", "H"], "xyz": [[-1.01857, 2.15401, 0.31040], [-0.63175, 2.46234, 1.54335], [-0.86398, -1.48044, 0.74762], [0.63007, -1.48023, 0.45469], [1.19851, -0.61894, -1.03651], [-1.13523, -0.60185, 1.33257], [-1.45114, -1.45040, -0.16283], [-1.09708, -2.35639, 1.36355], [0.95112, -2.51070, 0.27782], [1.24892, -1.19169, 1.30168], [0.32415, 0.41130, -0.97743]], "mulliken_charge": [-0.82, -0.06, -0.98, -0.35, -0.28, 0.25, 0.29, 0.32, 0.26, 0.30, 0.06]}

Most stable = *iii*

*i*
{"formula": "C11H23N3O3", "method": "ωB97M-V/def2-TZVPD", "e_homo_ev": -9.18, "orbital_gap_ev": 9.762, "multiplicity": 1, "smiles": "CC(C)[C@H](N)C(=O)N[C@@H](CCCCN)C(=O)O", "elements": ["C", "C", "C", "C", "C", "C", "C", "C", "C", "C", "C", "H", "H", "H", "H", "H", "H", "H", "H", "H", "H", "H", "H", "H", "H", "H", "H", "H", "H", "H", "H", "H", "H", "H", "N", "N", "N", "O", "O", "O"], "xyz": [[2.41985, -1.06247, -0.20499], [1.18450, -1.14118, 0.72342], [3.11655, 0.27906, 0.09257], [2.55892, 1.55545, -0.48427], [4.59339, 0.32721, 0.01016], [-1.16338, -1.83476, 0.55824], [-2.16592, -2.11719, -0.69421], [-1.66810, -1.00056, 1.64347], [-1.79030, 0.52011, 1.32335], [-3.13902, 0.70149, 0.68663], [-3.51984, 2.05045, 0.00919], [2.27462, -2.05874, -1.99501], [2.52362, -0.54856, -2.15337], [2.95995, -1.84568, 0.32163], [3.00378, 0.40587, 1.18535], [2.95674, 1.87387, -1.52722], [1.48037, 1.51251, -0.58760], [2.69275, 2.44427, 0.17635], [4.92553, -0.60606, 0.48108], [4.91042, 0.34036, -1.12388], [5.15152, 1.07412, 0.57111], [0.25691, -1.35103, -0.95840], [-0.86290, -2.72466, 0.96465], [-0.95074, -1.20399, 2.46114], [-2.66861, -1.32646, 1.98334], [-1.79905, 1.20622, 2.21276], [-1.04831, 0.93704, 0.59915], [-3.19761, -0.01292, -0.06949], [-3.98755, 0.36363, 1.33362], [-3.30657, 2.91761, 0.71512], [-4.51566, 1.88331, -0.46047], [-2.83364, 1.47522, -1.88006], [-2.47861, 3.01918, -1.55057], [-1.50491, -0.53044, -1.21335], [1.99603, -1.20147, -1.63110], [-0.02259, -1.33254, -0.01963], [-2.58215, 2.12609, -1.14726], [1.27012, -0.91219, 1.86413], [-2.82162, -3.12443, -0.79755], [-2.24849, -1.07770, -1.41803]], "mulliken_charge": [0.51, -0.31, 0.26, -1.26, -1.46, 0.07, 0.26, -0.98, 0.56, -0.85, -0.74, 0.15, 0.25, 0.44, 0.19, 0.30, 0.27, 0.36, 0.38, 0.25, 0.37, 0.57, 0.66, 0.41, 0.49, 0.33, -0.36, 0.33, 0.29, 0.33, 0.33, 0.16, 0.18, 0.28, -0.68, -0.15, -0.45, -0.62, -0.61, -0.46]}

*ii*
{"formula": "C11H23N3O3", "method": "ωB97M-V/def2-TZVPD", "e_homo_ev": -8.72, "orbital_gap_ev": 9.265, "multiplicity": 1, "smiles": "CC(C)[C@H](NC(=O)[C@@H](N)CCCCN)C(=O)O", "elements": ["C", "C", "C", "C", "C", "C", "C", "C", "C", "C", "C", "H", "H", "H", "H", "H", "H", "H", "H", "H", "H", "H", "H", "H", "H", "H", "H", "H", "H", "H", "H", "H", "H", "H", "N", "N", "N", "O", "O", "O"], "xyz": [[-0.21846, -1.86911, 0.56787], [0.70504, -1.07197, -0.36664], [-1.57629, -1.82004, -0.15411], [-2.55290, -0.60030, 0.31500], [-3.90484, -0.55555, -0.45595], [-4.62078, 0.72755, 0.01784], [2.65792, 0.22086, -0.76351], [3.74052, -0.90825, -0.62278], [3.21423, 1.63872, -0.19594], [3.81048, 1.40096, 1.31368], [2.24316, 2.74844, -0.46894], [-0.78516, -2.26669, 2.35073], [0.72095, -1.05716, 2.20755], [0.06727, -2.91016, 0.44870], [-2.10650, -2.78402, -0.06390], [-1.30706, -1.65369, -1.18971], [-2.09729, 0.31341, -0.09661], [-2.87647, -0.44074, 1.36851], [-3.80619, -0.39562, -1.58433], [-4.50605, -1.41190, -0.13610], [-3.98626, 1.52066, -0.21783], [-4.66703, 0.77394, 0.99787], [-5.48962, 1.73639, -1.55236], [-6.61394, 0.74972, -1.17250], [1.60727, 0.37681, 0.89025], [2.20161, 0.13725, -1.79302], [4.27275, 1.62066, -0.66237], [3.74251, 2.40935, 1.84619], [3.15953, 0.74553, 1.96864], [4.88477, 1.01602, 1.27880], [1.39987, 2.49538, 0.18718], [2.63917, 3.64368, 0.00426], [2.03204, 2.86542, -1.52176], [3.91148, -2.79080, -0.89232], [-0.30490, -1.37523, 1.90164], [-5.81995, 1.15781, -0.75532], [1.57612, -0.14827, 0.10114], [0.63443, -1.20565, -1.61813], [4.90183, -0.76298, -0.87505], [3.11673, -2.27039, -0.60668]], "mulliken_charge": [0.63, 0.21, -1.21, -0.61, -0.14, -1.06, -0.11, 0.29, -0.07, -1.00, -1.34, 0.31, 0.24, 0.23, 0.64, 0.25, 0.20, 0.37, 0.17, 0.30, 0.41, 0.61, 0.22, 0.21, 0.31, 0.55, 0.36, 0.37, 0.24, 0.29, 0.32, 0.43, 0.32, 0.35, -0.60, -0.59, -0.34, -0.74, -0.53, -0.47]}

Most stable = *i*

*i*
{"formula": "CH5INP", "method": "ωB97M-V/def2-TZVPD", "e_homo_ev": -8.92, "orbital_gap_ev": 8.626, "multiplicity": 1, "smiles": "[H]/P=N/C.I", "elements": ["C", "N", "P", "I", "H", "H", "H", "H", "H"], "xyz": [[0.40711, -1.67608, -0.80790], [-0.05560, -0.64606, 0.03416], [-1.33006, -0.74985, 1.02486], [-0.35997, 3.91251, 1.21999], [0.65979, -1.25593, -1.71986], [1.35016, -2.07149, -0.35949], [-0.26419, -2.55039, -0.91736], [0.89922, 4.32870, 0.28770], [-1.30645, 0.70860, 1.23791]], "mulliken_charge": [-0.65, -0.19, 0.06, -0.10, 0.26, 0.23, 0.29, 0.10, 0.00]}

*ii*
{"formula": "CH5INP", "method": "ωB97M-V/def2-TZVPD", "e_homo_ev": -8.61, "orbital_gap_ev": 8.753, "multiplicity": 1, "smiles": "CP(N)I", "elements": ["C", "N", "P", "I", "H", "H", "H", "H", "H"], "xyz": [[0.61242, 1.21340, -0.23536], [0.27749, -1.45664, 0.44140], [-0.35317, -0.31210, -0.65438], [-2.65897, 0.17207, 0.22182], [0.07976, 2.06917, -0.73596], [1.58917, 1.07869, -0.51333], [0.53680, 1.36413, 0.78605], [0.40579, -2.23486, -0.24585], [-0.48928, -1.89385, 0.93562]], "mulliken_charge": [-0.97, -0.62, 0.14, -0.14, 0.30, 0.37, 0.34, 0.31, 0.28]}

Most stable = *ii*

*i*
{"formula": "C6H9NO2S2", "method": "ωB97M-V/def2-TZVPD", "e_homo_ev": -7.91, "orbital_gap_ev": 8.440, "multiplicity": 1, "elements": ["C", "C", "C", "C", "C", "C", "N", "O", "O", "S", "S", "H", "H", "H", "H", "H", "H", "H", "H", "H"], "xyz": [[1.79658, 0.98292, -1.43000], [1.22616, 1.06791, -0.09625], [0.90697, 0.80284, -2.43326], [-0.17811, 0.94748, -0.23299], [0.47614, -2.18445, 1.55888], [-1.13414, 1.18518, 0.82054], [-0.37032, -1.55537, 0.45268], [-2.27789, 1.88257, 0.59541], [-2.65447, -0.76606, -0.23107], [-0.78950, 0.80342, -1.86086], [-1.75780, -0.74198, 0.90294], [2.80002, 1.34303, -1.61123], [1.73270, 1.05994, 0.83198], [1.13480, 1.04499, -3.48824], [1.38152, -1.59690, 1.68764], [-0.07750, -2.42036, 2.48886], [0.85865, -3.16682, 1.06674], [-0.66386, 1.29318, 1.78807], [-2.49693, 1.59397, -0.36935], [0.08700, -1.57550, -0.44047]], "mulliken_charge": [-0.48, -0.66, -0.40, 0.39, -0.76, -0.60, -0.20, -0.51, -0.55, 0.02, 0.48, 0.36, 0.49, 0.37, 0.28, 0.28, 0.28, 0.43, 0.49, 0.29]}

*ii*
{"formula": "C6H9NO2S2", "method": "ωB97M-V/def2-TZVPD", "e_homo_ev": [-9.23, -9.23], "orbital_gap_ev": [7.805, 7.806], "multiplicity": 1, "elements": ["C", "C", "C", "C", "C", "C", "N", "O", "O", "S", "S", "H", "H", "H", "H", "H", "H", "H", "H", "H"], "xyz": [[2.08639, 0.81665, -1.26947], [0.09341, -0.60272, -0.74558], [-3.15137, -1.14284, 0.62995], [1.80813, 2.86447, 0.71659], [-1.86314, -1.67390, 0.02761], [1.13428, 0.39674, -0.32365], [2.85050, 1.19560, -2.03595], [0.10980, -1.20497, -1.78566], [-0.83457, -0.69315, 0.19884], [2.33402, -1.47376, 0.50069], [0.60916, 1.50677, 0.89736], [-3.48327, -0.25259, 0.09861], [-3.92265, -1.90424, 0.56072], [-2.99428, -0.88614, 1.67553], [1.46081, 3.65320, 1.37497], [1.81687, 3.21302, -0.31094], [2.79458, 2.53021, 1.01564], [-1.97292, -1.88707, -1.04210], [-1.53689, -2.58674, 0.54008], [2.66114, -1.86852, -0.72323]], "mulliken_charge": [0.07, 0.32, -1.14, -0.96, -0.35, 0.66, -0.41, -0.59, -0.27, -0.19, 0.05, 0.31, 0.39, 0.30, 0.35, 0.34, 0.33, 0.36, 0.28, 0.17]}

Most stable = *ii*

*i*
{"formula": "C2H6NO3", "method": "ωB97M-V/def2-TZVPD", "e_homo_ev": -4.04, "orbital_gap_ev": 7.367, "multiplicity": 1, "total_charge": -1, "elements": ["C", "N", "C", "O", "O", "H", "H", "H", "H", "H", "H", "O"], "xyz": [[-0.31579, -0.90893, 0.64541], [-1.02719, 0.27268, 0.59388], [-2.34077, 0.23127, -0.12133], [-2.63445, 1.23491, -0.77615], [-2.99853, -0.83512, 0.03196], [0.32623, -1.11470, -0.29201], [-1.04051, -1.75235, 0.70157], [0.36656, -1.03507, 1.53830], [-0.66911, 1.15275, 0.23051], [3.07545, 0.39615, -0.38266], [3.48202, 1.36807, -1.49740], [3.77609, 0.99035, -0.67207]], "mulliken_charge": [-0.66, -0.34, 0.59, -0.74, -0.76, 0.14, 0.31, 0.20, 0.26, 0.35, 0.32, -0.66]}

*ii*
{"formula": "C2H6NO3", "method": "ωB97M-V/def2-TZVPD", "e_homo_ev": -4.22, "orbital_gap_ev": 8.501, "multiplicity": 1, "total_charge": -1, "elements": ["O", "C", "O", "C", "N", "H", "H", "H", "H", "H", "H", "O"], "xyz": [[1.69640, -1.63674, -0.76942], [0.91104, -0.84339, -0.22288], [1.06089, 0.38485, -0.00108], [-0.45732, -1.45364, 0.22952], [-1.49551, -0.46817, 0.58271], [-0.25434, -2.08090, 1.10178], [-0.81563, -2.14952, -0.53187], [-1.13552, -0.02585, 1.42591], [-1.39603, 0.30087, -0.07619], [0.79435, 2.62422, -1.33877], [0.52954, 2.29948, 0.10956], [0.56212, 3.04880, -0.50928]], "mulliken_charge": [-0.75, 0.49, -0.71, -0.41, -0.74, 0.23, 0.24, 0.29, 0.32, 0.31, 0.39, -0.67]}

*iii*
{"formula": "C2H6NO3", "method": "ωB97M-V/def2-TZVPD", "e_homo_ev": -3.89, "orbital_gap_ev": 6.754, "multiplicity": 1, "total_charge": -1, "elements": ["C", "N", "C", "O", "O", "H", "H", "H", "H", "H", "H", "O"], "xyz": [[-0.51723, -2.23155, -1.51234], [0.55406, -2.41043, -0.55625], [0.14910, -1.85378, 0.77830], [0.65132, -2.51432, 1.71405], [-0.57850, -0.85109, 0.76860], [-1.47013, -2.77536, -1.27638], [-0.67056, -1.17950, -1.60361], [-0.33929, -2.73553, -2.48146], [0.94986, -3.29826, -0.28357], [1.23520, 6.64822, 1.42017], [-0.34159, 6.48962, 1.21886], [0.37775, 6.71199, 1.81363]], "mulliken_charge": [-0.68, -0.41, 0.58, -0.77, -0.72, 0.23, 0.22, 0.29, 0.27, 0.32, 0.32, -0.64]}

Most stable = *ii*